ORCA calculation (ωB97M-V/def2-TZVPD) on a 10-piece molecular cluster, C7H35NO9 overall in a non-equilibrium geometry.

XYZ file:
```
52
C7H35NO9 | the OMol25 dataset | ωB97M-V/def2-TZVPD
O 3.867 -1.672 -0.778
O -1.197 -2.584 -1.669
O 2.381 3.201 -1.422
O 1.415 -2.306 -3.043
O -3.330 -2.809 -0.128
O 2.826 0.672 -2.265
O -0.627 0.838 -4.235
O 1.756 -3.398 0.371
O -3.466 1.111 3.087
N -0.144 1.257 0.841
C -0.044 2.553 3.038
C -1.092 -0.799 2.110
C -0.169 -1.907 2.587
C 0.662 1.729 1.986
C -0.560 -0.119 0.811
C -2.137 2.950 0.465
C -0.879 2.137 -0.005
H 1.086 -3.249 -0.313
H 3.720 0.552 -1.926
H 2.362 -2.674 0.147
H -2.064 3.055 1.545
H 0.507 -1.978 -2.989
H 0.653 2.672 3.885
H -1.245 -0.069 2.902
H 3.191 -1.256 -1.317
H -0.714 1.681 -3.770
H -2.106 -1.186 1.996
H -2.723 -3.000 0.597
H -0.167 3.609 2.787
H 0.446 -2.268 1.750
H 1.813 -1.425 -2.925
H 2.858 1.545 -2.684
H -0.237 3.005 -0.257
H -0.928 2.226 3.578
H 0.132 -0.828 0.326
H 3.095 3.345 -0.799
H -3.030 2.415 0.140
H 1.565 2.913 -1.006
H 1.427 2.332 1.488
H -2.583 1.454 3.258
H 0.249 0.613 -3.902
H -0.587 -2.838 2.975
H -3.656 1.365 2.179
H -3.812 -2.049 0.215
H 4.043 -1.277 0.077
H 1.039 0.787 2.379
H -1.090 1.626 -0.944
H -1.626 -3.413 -1.460
H -2.139 3.951 0.042
H -1.473 -2.214 -2.510
H 0.604 -1.596 3.295
H -1.361 -0.330 0.089
```

Kohn-Sham gap	8.2	eV
SMILES	CCCN(CC)CC.O.O.O.O.O.O.O.O.O
energy above the lowest of the compared OMol25 structures with the same formula, charge and spin	106.9	kcal/mol

ORCA calculation (ωB97M-V/def2-TZVPD) on C7H36F3O15PtS as an isolated structure in a non-equilibrium geometry.

XYZ file:
```
63
C7H36F3O15PtS | the OMol25 dataset | ωB97M-V/def2-TZVPD
Pt 2.631 -3.039 -1.983
S 0.728 -0.427 -0.297
F -0.061 -2.563 1.182
F -1.564 -1.905 -0.185
F -1.061 -0.789 1.692
O 1.134 0.733 3.499
O -5.795 -0.909 1.950
O -0.745 0.603 -3.737
O -0.091 0.385 -1.252
O 1.619 -1.412 -0.954
O 2.380 -3.135 2.869
O 2.551 -1.448 -3.597
O 4.148 1.387 -0.760
O 0.371 -1.806 4.086
O 0.086 2.908 -1.513
O 2.467 -3.942 0.119
O 2.450 1.187 -2.875
O 4.439 -1.773 -1.636
O 0.498 -3.719 -2.098
O 1.422 0.418 0.650
C 0.013 3.879 -0.459
C -0.624 -1.506 0.669
C -4.035 0.547 1.353
C -6.118 0.126 -0.098
C 1.340 3.929 0.320
C -5.043 -0.499 0.824
C -1.069 3.367 0.448
H 2.190 -4.857 0.071
H 4.548 -0.912 -1.231
H -3.356 0.763 0.528
H 1.594 -2.590 2.836
H 0.038 -3.690 -2.937
H 5.331 -2.090 -1.772
H -4.456 1.492 1.695
H 2.147 4.282 -0.322
H 1.949 -1.429 -4.341
H 1.029 0.572 2.561
H 2.758 -0.528 -3.433
H 2.755 -2.962 3.733
H 0.509 1.432 3.693
H 3.365 1.768 -0.361
H -6.159 -0.110 2.338
H 0.808 -0.997 3.818
H 3.219 1.332 -2.324
H -4.479 -1.281 0.315
H 4.672 1.084 -0.019
H -0.052 0.314 -4.331
H -6.130 -0.547 -0.955
H -0.330 0.619 -2.875
H 0.204 2.059 -1.080
H 0.112 -4.465 -1.639
H 1.610 3.035 0.881
H 1.718 1.526 -2.360
H -1.076 3.972 1.355
H 2.287 -3.683 1.023
H -0.932 2.342 0.791
H -3.360 0.241 2.153
H -0.312 4.870 -0.773
H -2.027 3.369 -0.072
H -7.166 0.180 0.197
H -5.765 1.113 -0.397
H 1.252 4.782 0.993
H -0.563 -1.605 4.026
```

Kohn-Sham gap (spin up / spin down)	6.6 / 5.0	eV
2S+1	3
net charge	+1
expectation value of S²	2.002

ORCA calculation (ωB97M-V/def2-TZVPD) on a 12-piece molecular cluster, C7H38NO11 overall in a non-equilibrium geometry.

XYZ file:
```
57
C7H38NO11 | the OMol25 dataset | ωB97M-V/def2-TZVPD
O 0.197 -1.803 3.871
O 2.227 -0.560 2.304
O -3.285 0.332 2.247
O -2.299 0.959 -1.991
O 1.618 -2.295 -0.029
O 1.769 1.810 3.724
O -3.637 2.047 0.228
O -0.498 -3.124 1.480
O -0.765 1.045 3.375
O -2.515 -3.366 -1.407
O 4.122 -1.291 0.410
N -0.468 -1.509 -1.560
C -0.215 -0.487 -2.654
C -0.189 -1.254 -3.958
C 1.053 1.742 -2.618
C 1.037 0.260 -2.249
C 1.873 2.643 -1.704
C 0.075 3.281 -0.083
C 1.289 2.814 -0.303
H -0.601 -1.081 -0.634
H -1.323 1.254 2.623
H 0.404 -3.430 1.349
H 2.371 0.389 2.257
H 2.001 -0.156 -2.539
H -3.478 -3.406 -1.462
H 0.469 -2.114 -3.835
H -3.661 1.562 1.073
H 3.831 -0.713 1.121
H 1.743 2.362 2.938
H -3.025 0.614 -2.519
H -2.962 -0.449 1.780
H 1.852 3.646 -2.132
H -0.426 -2.500 2.213
H -4.161 2.834 0.331
H 4.985 -1.069 0.058
H 1.363 1.946 -3.641
H -1.369 -2.029 -1.628
H -1.273 0.498 3.975
H 0.167 -1.329 4.708
H -1.149 0.067 -2.558
H 2.011 2.803 0.509
H -1.154 -1.663 -4.201
H -3.865 0.000 2.942
H -0.722 3.469 -0.790
H -2.315 -4.045 -0.753
H 0.010 2.083 -2.597
H 0.879 1.817 4.106
H 0.419 -2.723 4.066
H -0.145 3.681 0.903
H -2.736 1.457 -1.272
H 0.296 -0.721 -4.770
H 2.905 2.305 -1.600
H 1.743 -1.587 0.630
H 1.092 0.222 -1.158
H 2.414 -2.346 -0.564
H 1.778 -0.716 3.145
H 0.243 -2.175 -1.160
```

Kohn-Sham gap	9.4	eV
net charge	+1
energy above the lowest of the compared OMol25 structures with the same formula, charge and spin	55.3	kcal/mol